(1)
ORCA calculation (wB97M-V/def2-TZVPD) on a structure of composition C30H55ClP2PtSeSi2 in a non-equilibrium geometry.

XYZ file:
```
92
Properties=species:S:1:pos:R:3
Pt -0.465 0.062 0.824
C 1.855 -0.145 -2.279
C 1.115 -1.329 -2.528
C -0.050 -0.948 -3.265
Si 1.654 -2.950 -1.774
C -0.054 0.467 -3.384
C 1.109 0.978 -2.722
Si 1.653 2.711 -2.281
H 2.841 -0.106 -1.816
H -0.794 -1.636 -3.660
H -0.803 1.071 -3.891
Cl -2.560 0.303 1.314
C 3.512 2.774 -2.169
C 1.065 3.811 -3.665
C 3.509 -2.998 -1.623
C 1.082 -4.293 -2.928
H 1.552 3.466 -4.588
H 1.369 4.852 -3.490
H -0.019 3.784 -3.826
H 3.872 2.327 -1.233
H 3.837 3.823 -2.207
H 3.954 2.234 -3.016
H 1.561 -4.099 -3.899
H -0.003 -4.320 -3.087
H 1.414 -5.279 -2.578
H 3.957 -2.621 -2.551
H 3.831 -4.037 -1.469
H 3.861 -2.390 -0.780
C 1.027 3.181 -0.538
C 0.997 -3.041 0.022
P -0.610 2.558 0.067
H 1.095 4.282 -0.482
H 1.752 2.793 0.197
P -0.668 -2.396 0.468
H 1.693 -2.477 0.673
H 1.061 -4.098 0.318
C -1.136 -3.353 2.024
C -1.721 -3.391 -0.788
C -1.711 3.252 -1.328
C -1.094 3.755 1.446
C -0.865 3.172 2.835
H -2.179 3.865 1.309
C -0.460 5.146 1.389
H 0.618 5.085 1.561
H -0.887 5.753 2.197
H -0.636 5.690 0.460
H -1.466 2.275 2.996
H -1.146 3.917 3.594
H 0.191 2.919 2.985
H -1.424 2.598 -2.169
C -1.471 4.722 -1.737
C -3.220 3.069 -1.081
H -0.416 5.001 -1.834
H -1.955 5.414 -1.031
H -1.937 4.905 -2.721
H -3.612 2.237 -1.679
H -3.778 3.980 -1.360
H -3.443 2.841 -0.034
H -1.423 -2.913 -1.737
C -3.234 -3.191 -0.594
C -1.439 -4.910 -0.871
H -0.374 -5.170 -0.930
H -1.916 -5.305 -1.786
H -1.890 -5.445 -0.020
H -3.630 -2.460 -1.309
H -3.476 -2.818 0.408
H -3.769 -4.145 -0.740
C -1.008 -2.507 3.286
C -0.413 -4.685 2.257
H -2.205 -3.559 1.858
H 0.650 -4.526 2.463
H -0.512 -5.400 1.437
H -0.858 -5.151 3.145
H 0.037 -2.227 3.464
H -1.346 -3.100 4.147
H -1.608 -1.594 3.233
C -4.614 -0.177 -1.974
H -4.015 -0.312 -2.890
H -5.066 -1.061 -1.490
H -5.096 0.799 -1.790
Se 1.991 0.133 1.075
C 2.356 0.097 2.947
C 1.292 0.248 3.851
C 1.490 0.204 5.237
C 2.795 0.016 5.712
C 3.879 -0.135 4.830
C 3.674 -0.092 3.443
H 0.279 0.394 3.465
H 0.630 0.318 5.916
H 2.960 -0.010 6.786
H 4.888 -0.286 5.230
H 4.513 -0.201 2.751
```

Values from the calculation:
E_HOMO (alpha / beta)	-0.2332 / -0.2296	hartree
calculated total energy	-5418.6276	a.u.
E_LUMO (alpha / beta)	0.452 / -2.945	eV
total charge	0
spin multiplicity	5
frontier orbital gap (alpha / beta)	6.80 / 3.30	eV

=====

(2)
ORCA calculation (wB97M-V/def2-TZVPD) on a cluster of 3 separate species, C30H55F9O12P2 in total in a non-equilibrium geometry.

XYZ file:
```
108
Properties=species:S:1:pos:R:3
C -0.387 0.260 -3.678
C -1.803 0.729 -3.340
C -2.194 0.634 -1.874
F -1.173 1.190 -1.116
C -2.613 -0.760 -1.320
F -3.933 -0.622 -0.955
C -2.579 -1.925 -2.286
C -3.336 -3.151 -1.717
C -2.772 -4.433 -2.322
C -3.623 -5.679 -2.065
C -3.180 -6.804 -3.013
C -1.697 -7.201 -2.844
C -0.907 -7.256 -4.166
C -0.148 -5.971 -4.451
O 0.953 -6.260 -5.364
C 2.163 -5.879 -4.856
C 2.989 -7.024 -4.331
O 2.506 -4.734 -4.823
O -1.928 -0.989 -0.084
C -0.795 -1.706 -0.124
O 0.127 -1.456 -0.823
C -0.747 -2.844 0.909
F -0.078 -2.343 1.993
F -1.958 -3.188 1.362
C 0.014 -4.137 0.439
F -0.842 -5.178 0.577
F 0.388 -4.115 -0.848
C 1.253 -4.511 1.299
F 0.908 -4.827 2.541
F 2.204 -3.588 1.261
F 1.761 -5.630 0.746
H -0.213 -0.801 -3.525
H 0.368 0.836 -3.153
H -0.226 0.455 -4.738
H -1.838 1.791 -3.588
H -2.512 0.249 -4.010
H -3.046 1.301 -1.737
H -3.150 -1.625 -3.161
H -1.586 -2.182 -2.642
H -3.366 -3.151 -0.630
H -4.369 -3.046 -2.048
H -2.679 -4.279 -3.400
H -1.789 -4.597 -1.884
H -4.649 -5.428 -2.338
H -3.568 -6.013 -1.031
H -3.355 -6.537 -4.053
H -3.772 -7.681 -2.751
H -1.147 -6.564 -2.151
H -1.640 -8.207 -2.430
H -0.208 -8.090 -4.156
H -1.596 -7.440 -4.990
H 0.285 -5.521 -3.559
H -0.779 -5.269 -4.991
H 2.305 -7.741 -3.885
H 3.684 -6.647 -3.589
H 3.532 -7.486 -5.151
C -0.554 7.491 -0.215
C -1.379 8.088 0.911
O -2.484 7.262 1.275
P -2.196 5.832 1.980
O -1.477 6.078 3.245
O -3.701 5.437 2.438
C -4.037 5.270 3.814
C -4.493 6.574 4.441
O -2.307 4.895 0.659
C -1.303 3.890 0.400
C -1.056 2.981 1.585
H 0.018 6.627 0.138
H 0.158 8.220 -0.602
H -1.196 7.153 -1.028
H -0.753 8.279 1.786
H -1.802 9.040 0.593
H -3.200 4.843 4.365
H -4.848 4.541 3.852
H -3.821 7.393 4.190
H -4.547 6.482 5.526
H -5.482 6.847 4.067
H -0.373 4.375 0.090
H -1.656 3.307 -0.444
H -0.640 3.537 2.433
H -0.348 2.198 1.317
H -1.988 2.523 1.920
C 2.402 -0.035 3.162
C 1.977 1.376 3.528
O 3.062 2.169 4.001
P 4.233 2.584 2.964
O 3.626 3.376 1.876
O 5.032 3.667 3.863
C 5.140 5.032 3.460
C 3.988 5.865 3.990
O 5.302 1.417 3.341
C 5.956 0.673 2.294
C 6.595 1.568 1.251
H 3.000 -0.036 2.245
H 1.532 -0.670 2.989
H 3.010 -0.473 3.954
H 1.504 1.869 2.674
H 1.244 1.336 4.333
H 5.211 5.109 2.375
H 6.081 5.405 3.867
H 3.030 5.374 3.824
H 3.968 6.845 3.511
H 4.089 6.009 5.067
H 5.241 -0.010 1.828
H 6.714 0.060 2.779
H 5.841 2.149 0.711
H 7.142 0.972 0.521
H 7.280 2.274 1.720
```

Values from the calculation:
E_HOMO	-0.3709	hartree
calculated total energy	-3660.6233	a.u.
E_LUMO	0.074	eV
total charge	0
frontier orbital gap	10.17	eV